The following is a quantum chemistry calculation of a cluster of 11 separate species, C58H136F12N7O22 in total at a distorted geometry, from OMol25.

LUMO ... -7.19 eV
Maximum force ... 5.1 eV/Å
Net charge ... +3
Total energy ... -5526.6089 a.u.
Frontier orbital gap ... 1.657 eV

Positions of all 235 atoms, in Å:
C: 0.7387 -0.1819 -0.9330
O: -0.0715 -0.4962 0.2145
O: 0.2565 -0.9139 -2.0197
C: 0.9524 1.4354 -0.8849
F: -0.0869 2.1936 -1.2113
F: 1.3050 1.7791 0.4004
F: 1.9947 1.7791 -1.6282
C: -1.4576 -0.1409 0.3692
C: -1.7036 -0.4902 1.8792
H: -2.7287 -0.7618 2.1313
H: -1.1014 -1.3905 2.0020
H: -1.4103 0.2451 2.6285
H: -2.0777 -0.6698 -0.3546
H: -1.7998 0.8873 0.2511
H: 1.6688 -0.6766 -0.6533
C: -8.2152 0.4564 0.6794
O: -7.1712 1.5016 0.6842
O: -8.5674 0.2112 2.0165
C: -9.3510 1.1047 -0.2868
F: -10.1359 2.0517 0.2723
F: -8.8216 1.6131 -1.4243
F: -10.1922 0.1465 -0.7705
C: -5.8117 1.1101 0.7871
C: -5.1967 2.4724 0.9367
H: -5.2059 2.9020 1.9385
H: -4.1546 2.3413 0.6451
H: -5.6814 3.3552 0.5199
H: -5.4132 0.4280 0.0361
H: -5.6028 0.6246 1.7404
H: -7.9955 -0.4452 0.1076
C: -2.4412 4.2252 3.3397
O: -1.5070 3.1717 3.7218
O: -2.7173 4.9057 4.5845
C: -2.0454 4.8729 1.9460
F: -1.0829 5.8247 2.1389
F: -1.3658 4.1209 1.0119
F: -2.9575 5.5738 1.3432
C: -0.0538 3.5175 3.7414
C: 0.5688 2.1162 3.8546
H: 1.6567 2.1739 3.8881
H: 0.1613 1.5554 4.6958
H: 0.4151 1.4961 2.9714
H: 0.2121 4.1124 4.6152
H: 0.2975 3.8786 2.7748
H: -3.1988 3.4817 3.0920
C: -3.2486 -3.9522 1.2861
O: -3.6933 -4.0507 2.6491
O: -3.1979 -5.3136 0.8355
C: -4.1447 -2.9906 0.3718
F: -5.2958 -3.5340 -0.1516
F: -4.5553 -1.8522 1.0283
F: -3.5035 -2.5055 -0.6838
C: -3.5144 -2.9710 3.5409
C: -4.4510 -3.1636 4.7883
H: -4.5138 -2.3022 5.4532
H: -5.5065 -3.2835 4.5442
H: -4.2523 -3.9821 5.4801
H: -3.9054 -1.9825 3.2999
H: -2.4918 -2.8451 3.8965
H: -2.3210 -3.3900 1.3936
C: -3.2963 1.0162 5.8490
O: -4.6679 0.8224 5.8320
C: -5.3114 1.5952 4.8494
C: -6.7870 1.1283 4.7195
N: -7.4111 1.0543 6.1184
H: -6.5720 0.9949 6.6775
H: -7.6714 2.0041 6.3423
C: -8.4417 -0.0180 6.3324
C: -7.8620 -1.4792 6.6214
O: -6.8470 -1.3680 7.5811
C: -7.0540 -1.5269 8.9700
H: -2.7816 0.3945 5.1165
H: -2.9291 0.6103 6.7917
H: -3.1261 2.0760 6.0386
H: -4.7229 1.6706 3.9350
H: -5.3656 2.5914 5.2886
H: -6.7836 0.0535 4.5384
H: -7.5106 1.6929 4.1314
H: -9.1558 0.0376 5.5108
H: -8.8004 0.4094 7.2688
H: -7.5835 -1.8639 5.6403
H: -8.6171 -2.2103 6.9103
H: -7.4086 -2.5422 9.1472
H: -7.7546 -0.7597 9.2999
H: -6.1185 -1.4017 9.5151
C: 4.9230 -0.1076 -4.7798
O: 3.8568 0.6942 -5.2118
C: 2.5712 0.1146 -4.9968
C: 1.5023 1.1131 -5.4842
N: 1.8774 1.6972 -6.8257
H: 1.8928 2.7070 -6.8367
H: 2.8641 1.4948 -6.7507
C: 1.2174 1.1858 -8.0859
C: -0.2660 1.5264 -8.1964
O: -0.8170 2.8339 -7.8641
C: -0.2684 3.8852 -8.5943
H: 5.0000 -1.0774 -5.2714
H: 4.7207 -0.3621 -3.7394
H: 5.7846 0.5582 -4.7295
H: 2.4398 0.0341 -3.9178
H: 2.4274 -0.8644 -5.4540
H: 1.4050 1.9265 -4.7651
H: 0.5667 0.5553 -5.4431
H: 1.2486 0.0962 -8.0883
H: 1.7693 1.5441 -8.9548
H: -0.8114 0.9047 -7.4864
H: -0.5512 1.3281 -9.2296
H: -0.0189 3.7075 -9.6404
H: 0.6785 4.1203 -8.1082
H: -1.0097 4.6793 -8.6840
C: 10.8920 0.5448 3.5068
O: 10.6199 1.8736 3.2889
C: 10.3778 2.2317 1.9584
C: 9.3396 3.4137 1.6759
N: 7.9466 2.9784 1.8834
H: 7.4688 3.7791 2.2716
H: 7.4497 2.9204 1.0060
C: 7.5164 1.6893 2.6155
C: 5.9711 1.6753 2.8763
O: 5.3435 1.9989 1.6279
C: 4.0938 1.2996 1.4640
H: 9.9122 0.1629 3.2201
H: 11.1985 0.3464 4.5339
H: 11.5135 0.0014 2.7950
H: 9.9687 1.3411 1.4813
H: 11.3554 2.4082 1.5098
H: 9.4482 3.7454 0.6433
H: 9.4515 4.3279 2.2588
H: 8.1411 1.5951 3.5038
H: 7.7193 0.9255 1.8648
H: 5.7984 2.3527 3.7126
H: 5.5784 0.7401 3.2755
H: 3.8139 1.5182 0.4334
H: 3.3607 1.8684 2.0359
H: 4.1052 0.2668 1.8122
C: 6.8477 3.3134 -4.2748
O: 5.9781 4.3294 -3.9523
C: 6.0340 4.7039 -2.5914
C: 5.1962 6.0012 -2.2473
N: 5.4811 6.4417 -0.8350
H: 6.4876 6.5173 -0.7985
H: 5.0626 7.3378 -0.6304
C: 5.2359 5.4383 0.3082
C: 3.8271 4.7055 0.2610
O: 2.7971 5.7015 0.0863
C: 1.5397 5.0865 -0.2127
H: 6.6699 2.4441 -3.6417
H: 7.8958 3.5949 -4.1726
H: 6.5509 3.0406 -5.2875
H: 7.0090 5.1729 -2.4587
H: 5.8045 3.8441 -1.9621
H: 4.1213 5.8205 -2.2404
H: 5.2539 6.7946 -2.9925
H: 5.3800 6.0830 1.1752
H: 6.0412 4.7047 0.2702
H: 3.8265 4.0858 1.1577
H: 3.9931 4.0473 -0.5918
H: 1.4540 4.0400 0.0800
H: 1.3350 4.8947 -1.2660
H: 0.6831 5.6085 0.2137
C: 4.0884 -9.2699 4.1296
O: 3.2719 -8.4592 3.2961
C: 1.8918 -8.4446 3.6438
C: 1.0254 -7.7631 2.5830
N: 1.2900 -6.2625 2.5597
H: 0.7676 -5.8964 3.3428
H: 2.2856 -6.1242 2.6585
C: 0.7602 -5.5546 1.3156
C: 0.7626 -4.0127 1.6588
O: 2.1268 -3.6696 1.8443
C: 2.3228 -2.3180 2.1299
H: 3.6765 -9.3201 5.1375
H: 5.0359 -8.7647 4.3170
H: 4.3457 -10.2891 3.8415
H: 1.7587 -7.8362 4.5384
H: 1.4577 -9.3564 4.0541
H: -0.0313 -7.9560 2.7684
H: 1.1162 -8.1841 1.5817
H: -0.2248 -5.9948 1.1604
H: 1.3998 -5.8739 0.4927
H: 0.0795 -3.8079 2.4831
H: 0.3513 -3.4019 0.8552
H: 1.3738 -1.8358 2.3644
H: 2.7018 -1.6708 1.3389
H: 3.0653 -2.3808 2.9255
C: -4.4647 -0.2138 -6.7964
O: -4.1229 0.0377 -5.4885
C: -4.0379 -1.1616 -4.7337
C: -3.2338 -0.9506 -3.5189
N: -1.8426 -0.3695 -3.8362
H: -1.3000 -0.6473 -3.0310
H: -1.3948 -0.9229 -4.5526
C: -1.7264 1.1833 -3.8456
C: -2.5360 1.9777 -2.7665
O: -3.9541 1.9050 -3.0116
C: -4.6630 2.9110 -2.2684
H: -5.2895 -0.9262 -6.8072
H: -3.6970 -0.7285 -7.3741
H: -4.6843 0.7413 -7.2737
H: -3.4062 -1.8414 -5.3056
H: -4.9654 -1.7298 -4.6640
H: -3.0564 -1.8397 -2.9138
H: -3.8040 -0.4234 -2.7540
H: -2.1649 1.4163 -4.8159
H: -0.6974 1.5257 -3.9560
H: -2.1922 3.0099 -2.8333
H: -2.2975 1.6467 -1.7557
H: -4.1625 3.3181 -1.3898
H: -5.6852 2.6418 -2.0028
H: -4.6070 3.8006 -2.8958
C: 5.3488 -3.1601 -2.6225
O: 4.2289 -3.1807 -3.4972
C: 2.9437 -3.2143 -2.9292
C: 1.8845 -3.7004 -3.8939
N: 0.4772 -3.4783 -3.3474
H: 0.3734 -2.5406 -2.9866
H: -0.1361 -3.4104 -4.1470
C: 0.1128 -4.6657 -2.3953
C: -1.3672 -4.6073 -2.2611
O: -2.0934 -4.2491 -3.4154
C: -3.4018 -4.6359 -3.5363
H: 6.3317 -3.2578 -3.0833
H: 5.2276 -3.9561 -1.8878
H: 5.4394 -2.1875 -2.1387
H: 2.6062 -2.2707 -2.5006
H: 3.0359 -3.9909 -2.1699
H: 2.0180 -4.7542 -4.1388
H: 1.8980 -3.1082 -4.8089
H: 0.6311 -4.6098 -1.4380
H: 0.5264 -5.5331 -2.9099
H: -1.6452 -3.9352 -1.4493
H: -1.6977 -5.6249 -2.0527
H: -3.7806 -4.1526 -4.4369
H: -3.9963 -4.4126 -2.6504
H: -3.3008 -5.6897 -3.7962

Atom charges from the Mulliken analysis, given in e for atoms 1 to 5: atom 1 (C): -0.632, atom 2 (O): 0.009, atom 3 (O): -0.316, atom 4 (C): 0.124, atom 5 (F): -0.015

---

The following is a quantum chemistry calculation of a cluster of 11 separate species, C58H136F12N7O22 in total at a distorted geometry, from OMol25.

LUMO ... -8.13 eV
Maximum force ... 5.9 eV/Å
Net charge ... +3
Total energy ... -5526.5671 a.u.
Frontier orbital gap ... 1.147 eV

Positions of all 235 atoms, in Å:
C: 16.4565 -15.6530 -8.9476
O: 15.5289 -16.3028 -9.9001
O: 15.7122 -14.5209 -8.5678
C: 17.0460 -16.6864 -7.7728
F: 17.6778 -16.0291 -6.7581
F: 15.9540 -17.3017 -7.1716
F: 17.8618 -17.6980 -8.1791
C: 15.9497 -17.5288 -10.5171
C: 14.9842 -17.4808 -11.7011
H: 15.1336 -18.4033 -12.2622
H: 13.9343 -17.5778 -11.4247
H: 15.0221 -16.5665 -12.2933
H: 15.7923 -18.5343 -10.1268
H: 16.9431 -17.4648 -10.9611
H: 17.3401 -15.3508 -9.5097
C: 12.1690 -21.6842 -13.0467
O: 11.6209 -21.9227 -14.3421
O: 11.5021 -22.5923 -12.1960
C: 13.7000 -21.8138 -13.0856
F: 14.2191 -21.6087 -14.2296
F: 14.2480 -20.9568 -12.2140
F: 14.2237 -23.0574 -12.7885
C: 11.3329 -20.8375 -15.2433
C: 9.8626 -20.5187 -15.3523
H: 9.6849 -19.6410 -15.9737
H: 9.2239 -21.3214 -15.7208
H: 9.3834 -20.2871 -14.4010
H: 11.6867 -21.1929 -16.2111
H: 12.0266 -19.9982 -15.1943
H: 11.9228 -20.6570 -12.7777
C: 19.5742 -24.6070 -5.9669
O: 20.1249 -25.5302 -4.9923
O: 18.3018 -24.1449 -5.4734
C: 20.6001 -23.5378 -6.4620
F: 20.4646 -23.2477 -7.7787
F: 20.5317 -22.3661 -5.7760
F: 21.9323 -23.9383 -6.2551
C: 20.8585 -26.5963 -5.4887
C: 22.0044 -27.1070 -4.5419
H: 21.5720 -27.6715 -3.7158
H: 22.7510 -27.7365 -5.0259
H: 22.5905 -26.2636 -4.1769
H: 21.4049 -26.3190 -6.3902
H: 20.1458 -27.3801 -5.7450
H: 19.3269 -25.1808 -6.8600
C: 8.3034 -22.3260 -3.6247
O: 9.0344 -21.2916 -2.8956
O: 6.9256 -21.9761 -3.4952
C: 9.0589 -22.6040 -4.9794
F: 8.7080 -23.5589 -5.8149
F: 9.0757 -21.5857 -5.7302
F: 10.3215 -22.8244 -4.7636
C: 9.9393 -21.6348 -1.8903
C: 10.7863 -20.3720 -1.5377
H: 11.3724 -20.4681 -0.6238
H: 11.4764 -20.2003 -2.3637
H: 10.1732 -19.4880 -1.3624
H: 10.7106 -22.3190 -2.2441
H: 9.5829 -22.1014 -0.9720
H: 8.4310 -23.2205 -3.0150
C: 10.6613 -23.0130 1.1956
O: 11.9799 -23.5156 1.6013
C: 12.0545 -24.9356 1.6568
C: 13.5010 -25.2990 2.1725
N: 14.5980 -24.7088 1.2913
H: 14.6311 -23.6999 1.3241
H: 15.5026 -24.8159 1.7276
C: 14.8554 -25.1957 -0.1764
C: 15.4683 -24.1473 -1.1784
O: 14.8128 -22.9278 -1.0381
C: 13.5435 -22.7636 -1.7370
H: 9.8926 -23.3379 1.8967
H: 10.3744 -23.4442 0.2365
H: 10.6492 -21.9237 1.1570
H: 11.8251 -25.3895 0.6927
H: 11.2602 -25.3721 2.2624
H: 13.7266 -26.3653 2.1584
H: 13.7827 -25.0215 3.1882
H: 13.8597 -25.4978 -0.5011
H: 15.4937 -26.0790 -0.1543
H: 15.3225 -24.4936 -2.2016
H: 16.5165 -23.9228 -0.9808
H: 13.7181 -22.5132 -2.7834
H: 12.8747 -22.0226 -1.2990
H: 13.0414 -23.7232 -1.8596
C: 17.8130 -23.4561 -10.2879
O: 19.2167 -23.2261 -10.1856
C: 19.9610 -22.7947 -11.3670
C: 20.3721 -23.8592 -12.4059
N: 20.6500 -25.2991 -11.8042
H: 19.9173 -25.9907 -11.7339
H: 21.2682 -25.6644 -12.5144
C: 21.4277 -25.3421 -10.5033
C: 22.1733 -26.7388 -10.4966
O: 22.5209 -27.1580 -9.1803
C: 22.6165 -28.5312 -8.9490
H: 17.2964 -23.1112 -11.1836
H: 17.3064 -22.8981 -9.5004
H: 17.6323 -24.5304 -10.2515
H: 20.8965 -22.6706 -10.8214
H: 19.7808 -21.7844 -11.7344
H: 21.2372 -23.4683 -12.9416
H: 19.5309 -24.0586 -13.0698
H: 20.5832 -25.3538 -9.8142
H: 22.1334 -24.5127 -10.4572
H: 23.1306 -26.7080 -11.0169
H: 21.5361 -27.5019 -10.9433
H: 23.3455 -28.9688 -9.6311
H: 21.6448 -29.0049 -8.8094
H: 23.1348 -28.5369 -7.9901
C: 13.1367 -28.2074 -8.6451
O: 12.9881 -26.9103 -9.1168
C: 13.3190 -26.7267 -10.4258
C: 12.9019 -25.3609 -10.8753
N: 11.4522 -25.0776 -10.6688
H: 11.2784 -24.3806 -11.3788
H: 10.8216 -25.7985 -10.9891
C: 11.0315 -24.5008 -9.3192
C: 9.4663 -24.5386 -9.3069
O: 9.0039 -25.8263 -9.7338
C: 7.8645 -25.7126 -10.5916
H: 13.1649 -28.3847 -7.5700
H: 14.0324 -28.7088 -9.0117
H: 12.3204 -28.7681 -9.1007
H: 12.7784 -27.3882 -11.1027
H: 14.3985 -26.7876 -10.5640
H: 12.9747 -25.3088 -11.9617
H: 13.3955 -24.4760 -10.4737
H: 11.4780 -23.5064 -9.3271
H: 11.3990 -25.2082 -8.5759
H: 9.0298 -23.7232 -9.8836
H: 9.1050 -24.5185 -8.2787
H: 7.6535 -26.7384 -10.8938
H: 7.9466 -25.0292 -11.4368
H: 7.0462 -25.3051 -9.9978
C: 15.8159 -16.7708 -1.5399
O: 15.7484 -18.2089 -1.3930
C: 14.7944 -18.6859 -0.4716
C: 15.3813 -19.6594 0.4282
N: 16.6581 -19.2939 1.2532
H: 17.4647 -19.0409 0.7005
H: 16.5138 -18.5028 1.8643
C: 16.9590 -20.4966 2.1897
C: 17.6858 -20.0863 3.4307
O: 18.7834 -19.2390 3.1150
C: 19.8341 -19.2405 4.1146
H: 14.9472 -16.3442 -2.0414
H: 16.5438 -16.5516 -2.3210
H: 15.9019 -16.1639 -0.6385
H: 13.8613 -19.0055 -0.9356
H: 14.3278 -17.8110 -0.0188
H: 15.6932 -20.5582 -0.1037
H: 14.6370 -19.9540 1.1681
H: 17.4339 -21.1410 1.4499
H: 15.9612 -20.9263 2.2788
H: 18.1044 -20.9935 3.8665
H: 16.8591 -19.6378 3.9816
H: 19.3951 -19.4161 5.0967
H: 20.3247 -18.2672 4.1018
H: 20.5545 -19.9885 3.7835
C: 15.2171 -21.2795 -9.0944
O: 15.8329 -21.8266 -8.0053
C: 17.0452 -21.1900 -7.5994
C: 17.1080 -20.7864 -6.1224
N: 16.5419 -21.9378 -5.3272
H: 15.6847 -22.3236 -5.6966
H: 17.1944 -22.7081 -5.3573
C: 16.4402 -21.6551 -3.8440
C: 15.3967 -20.5702 -3.5162
O: 14.2090 -20.7152 -4.3337
C: 13.4439 -19.5494 -4.2532
H: 14.8098 -20.3324 -8.7406
H: 14.4817 -21.9088 -9.5957
H: 15.8258 -20.9984 -9.9538
H: 17.2915 -20.3303 -8.2227
H: 17.8637 -21.8595 -7.8636
H: 16.3903 -19.9670 -6.0838
H: 18.0686 -20.5071 -5.6895
H: 17.4614 -21.5343 -3.4826
H: 16.1235 -22.6391 -3.4984
H: 15.8214 -19.5786 -3.6726
H: 15.1520 -20.6883 -2.4606
H: 12.4648 -19.7471 -4.6896
H: 13.6350 -18.6140 -4.7791
H: 13.1320 -19.2191 -3.2623
C: 22.8853 -23.4854 -2.0760
O: 22.1845 -22.5644 -1.3315
C: 21.8297 -22.9754 -0.0129
C: 20.7201 -24.0622 0.0873
N: 19.3894 -23.6405 -0.6895
H: 18.5337 -23.6419 -0.1530
H: 19.4823 -22.6377 -0.7668
C: 19.1948 -24.2021 -2.1285
C: 19.0600 -25.7519 -2.2326
O: 18.3963 -26.3165 -1.0646
C: 18.2579 -27.6966 -1.1894
H: 23.3793 -22.9723 -2.9011
H: 22.3776 -24.3054 -2.5838
H: 23.7013 -23.9726 -1.5422
H: 21.5358 -22.0921 0.5542
H: 22.7209 -23.4181 0.4318
H: 20.3729 -24.1966 1.1117
H: 21.0163 -25.1037 -0.0379
H: 19.8521 -23.6437 -2.7950
H: 18.2327 -23.8420 -2.4928
H: 20.0879 -26.1107 -2.2854
H: 18.5626 -26.1935 -3.0961
H: 17.5750 -28.1027 -1.9357
H: 17.8116 -28.1563 -0.3076
H: 19.2342 -28.1680 -1.3021
C: 15.9974 -30.2154 -6.9704
O: 16.0719 -28.8268 -7.0240
C: 17.3344 -28.2365 -6.4210
C: 17.0141 -27.3816 -5.1912
N: 15.9015 -26.2468 -5.4037
H: 15.1084 -26.3887 -4.7947
H: 16.3514 -25.4090 -5.0636
C: 15.6041 -25.6723 -6.8158
C: 14.1847 -25.0420 -6.8592
O: 14.1993 -24.0540 -5.8809
C: 12.9505 -23.6571 -5.4155
H: 15.2904 -30.4742 -7.7586
H: 15.7317 -30.6605 -6.0116
H: 16.8390 -30.7278 -7.4365
H: 17.7504 -27.4972 -7.1055
H: 18.0394 -29.0368 -6.1964
H: 17.8055 -26.7630 -4.7679
H: 16.5022 -28.0010 -4.4547
H: 15.5886 -26.5717 -7.4315
H: 16.4749 -25.0461 -7.0098
H: 13.5509 -25.8732 -6.5499
H: 13.8028 -24.7127 -7.8256
H: 13.0979 -22.8668 -4.6795
H: 12.3514 -24.4173 -4.9143
H: 12.3164 -23.2269 -6.1906

Atom charges from the Mulliken analysis, given in e for atoms 1 to 5: atom 1 (C): -0.076, atom 2 (O): -0.267, atom 3 (O): -0.757, atom 4 (C): 0.662, atom 5 (F): -0.299

---

- What is the formula in the first record?
  C58H136F12N7O22

---

- What is the maximum force in the first record?
  5.1 eV/Å

---

- Which formula does entry 2 have?
  C58H136F12N7O22

---

- Which of these has the highest LUMO?
  number 1